(1)
Entry from the Open Molecules 2025 dataset: a single C6H10O molecule (wB97M-V/def2-TZVPD).

ORCA input file:
```
! RIJCOSX wB97M-V def2-TZVPD def2/J DEFGRID3
* xyz 0 1
C 0.994 0.520 1.978
C 0.146 0.173 0.751
C -0.830 1.089 -0.023
C -1.322 0.294 -1.227
C -0.670 -0.775 -1.682
C 0.640 -1.185 -1.076
O 1.128 -0.201 -0.212
H 0.462 0.459 2.931
H 1.543 1.463 1.920
H 1.744 -0.280 1.982
H -0.441 -0.717 1.033
H -0.329 2.003 -0.370
H -1.699 1.408 0.565
H -2.250 0.600 -1.711
H -1.056 -1.386 -2.495
H 0.530 -2.135 -0.522
H 1.410 -1.329 -1.841
*
```

Computed properties:
* energy above the lowest of the compared OMol25 structures with the same formula, charge and spin: 61.0 kJ/mol
* E_HOMO: -0.344 Ha
* SMILES: C[C@H]1CC=CCO1

Results of the Mulliken charge analysis, in e, for atoms 1 through 2: C -1.26; C 0.24



(2)
Entry from the Open Molecules 2025 dataset: a single C6H10O molecule (wB97M-V/def2-TZVPD).

ORCA input file:
```
! RIJCOSX wB97M-V def2-TZVPD def2/J DEFGRID3
* xyz 0 1
C 0.510 1.404 -1.509
C -0.108 0.773 -0.309
C -1.330 0.710 0.239
C -0.855 -0.015 1.486
C 0.513 -0.124 0.746
C 0.793 -1.518 0.177
O -0.261 -1.989 -0.633
H -0.221 1.567 -2.306
H 0.936 2.376 -1.234
H 1.327 0.789 -1.904
H -2.302 1.092 -0.061
H -1.323 -0.964 1.773
H -0.819 0.646 2.358
H 1.393 0.254 1.282
H 0.951 -2.238 0.990
H 1.723 -1.477 -0.411
H -0.926 -1.285 -0.683
*
```

Computed properties:
* energy above the lowest of the compared OMol25 structures with the same formula, charge and spin: 118.3 kJ/mol
* E_HOMO: -0.346 Ha
* SMILES: CC1=CC[C@H]1CO

Results of the Mulliken charge analysis, in e, for atoms 1 through 2: C -1.25; C 0.32



(3)
Entry from the Open Molecules 2025 dataset: a single C6H10O molecule at a distorted geometry (wB97M-V/def2-TZVPD).

ORCA input file:
```
! RIJCOSX wB97M-V def2-TZVPD def2/J DEFGRID3
* xyz 0 1
C 1.511 1.895 1.863
C 0.196 1.717 1.186
C -0.327 0.525 0.700
C 0.000 -0.323 -0.429
C -0.819 -1.319 -0.917
C -0.554 -1.826 -2.301
O -1.321 -2.219 -0.044
H 2.091 2.684 1.365
H 1.174 2.349 2.803
H 2.155 1.042 2.046
H -0.470 2.566 1.045
H -1.399 0.480 0.927
H 0.711 0.052 -1.179
H -1.400 -2.430 -2.622
H 0.409 -2.348 -2.285
H -0.490 -0.985 -2.993
H -1.467 -1.860 0.835
*
```

Computed properties:
* energy above the lowest of the compared OMol25 structures with the same formula, charge and spin: 290.3 kJ/mol
* E_HOMO: -0.253 Ha
* SMILES: C/C=C\C=C(\C)O

Results of the Mulliken charge analysis, in e, for atoms 1 through 2: C -0.93; C -0.28



(4)
Entry from the Open Molecules 2025 dataset: a single C6H10O molecule (wB97M-V/def2-TZVPD).

ORCA input file:
```
! RIJCOSX wB97M-V def2-TZVPD def2/J DEFGRID3
* xyz 0 1
O -0.414 -0.488 -2.232
C 0.373 -0.796 -1.078
C -0.479 -1.401 0.011
C -0.787 -0.761 1.142
C -0.315 0.634 1.463
C 0.173 1.363 0.211
C 1.100 0.460 -0.598
H -1.338 -0.647 -2.016
H 1.120 -1.536 -1.400
H -0.856 -2.406 -0.168
H -1.399 -1.262 1.891
H 0.497 0.570 2.203
H -1.118 1.197 1.954
H -0.687 1.638 -0.414
H 0.680 2.295 0.486
H 1.493 0.982 -1.476
H 1.957 0.159 0.022
*
```

Computed properties:
* energy above the lowest of the compared OMol25 structures with the same formula, charge and spin: 0.7 kJ/mol
* E_HOMO: -0.355 Ha
* SMILES: O[C@@H]1C=CCCC1

Results of the Mulliken charge analysis, in e, for atoms 1 through 2: O -0.56; C 0.21



(5)
Entry from the Open Molecules 2025 dataset: a 2-piece molecular cluster, C6H10O overall (wB97M-V/def2-TZVPD).

ORCA input file:
```
! RIJCOSX wB97M-V def2-TZVPD def2/J DEFGRID3
* xyz 0 1
O 1.820 1.470 -0.723
C 0.618 1.498 -0.882
C -0.413 1.319 0.217
C 0.040 0.326 1.297
C -0.517 -1.064 1.160
C -0.014 -0.244 -2.109
C 0.210 -2.173 1.044
H 0.181 1.972 -1.813
H -0.567 2.317 0.649
H -1.362 1.023 -0.245
H -0.264 0.710 2.279
H 1.135 0.293 1.286
H -1.604 -1.154 1.229
H -0.974 -0.700 -2.425
H 0.664 -0.297 -2.981
H -0.249 -3.160 1.035
H 1.296 -2.136 0.983
*
```

Computed properties:
* energy above the lowest of the compared OMol25 structures with the same formula, charge and spin: 543.8 kJ/mol
* E_HOMO (spin up / spin down): -0.341 / -0.343 Ha

Results of the Mulliken charge analysis, in e, for atoms 1 through 2: O -0.56; C -0.07



(6)
Entry from the Open Molecules 2025 dataset: a 2-piece molecular cluster, C6H10O overall at a distorted geometry (wB97M-V/def2-TZVPD).

ORCA input file:
```
! RIJCOSX wB97M-V def2-TZVPD def2/J DEFGRID3
* xyz 0 1
O 3.175 -0.394 -0.175
C 1.976 -0.192 -0.087
C 1.261 0.825 0.689
C -0.246 0.674 0.921
C -0.997 -0.093 -0.151
C -1.433 -1.290 0.221
C -0.949 0.506 -1.544
H 1.298 -0.739 -0.772
H 1.783 1.125 1.603
H 1.298 -0.930 1.365
H -0.693 0.432 1.888
H -0.543 1.735 0.783
H -1.905 -1.963 -0.483
H -1.279 -1.597 1.248
H -0.972 -0.308 -2.264
H -1.784 1.194 -1.647
H 0.011 1.017 -1.595
*
```

Computed properties:
* energy above the lowest of the compared OMol25 structures with the same formula, charge and spin: 474.2 kJ/mol
* E_HOMO: -0.334 Ha

Results of the Mulliken charge analysis, in e, for atoms 1 through 2: O -0.59; C -0.06



(7)
Entry from the Open Molecules 2025 dataset: a single C6H10O molecule at a distorted geometry (wB97M-V/def2-TZVPD).

ORCA input file:
```
! RIJCOSX wB97M-V def2-TZVPD def2/J DEFGRID3
* xyz 0 1
C 1.147 0.010 1.740
C 1.416 0.129 0.252
C 1.103 -1.040 -0.623
C 0.260 0.269 -0.748
C -1.300 0.474 -0.243
C -2.502 0.529 -1.196
O -2.490 0.214 -2.360
H 1.971 -0.488 2.269
H 0.242 -0.577 1.930
H 1.011 0.999 2.189
H 2.336 0.672 0.024
H 1.822 -1.287 -1.414
H 0.734 -1.948 -0.137
H 0.482 0.792 -1.668
H -1.503 1.241 0.539
H -1.173 -0.513 0.137
H -3.476 0.886 -0.744
*
```

Computed properties:
* energy above the lowest of the compared OMol25 structures with the same formula, charge and spin: 173.4 kJ/mol
* E_HOMO: -0.359 Ha
* SMILES: C[C@H]1C[C@H]1CC=O

Results of the Mulliken charge analysis, in e, for atoms 1 through 2: C -1.38; C 0.25



(8)
Entry from the Open Molecules 2025 dataset: C6H10O as an isolated structure at a distorted geometry (wB97M-V/def2-TZVPD).

ORCA input file:
```
! RIJCOSX wB97M-V def2-TZVPD def2/J DEFGRID3
* xyz 0 1
C 2.200 -0.050 -0.101
C 0.720 -0.158 -0.045
C -0.008 -0.983 0.766
C -1.447 -0.874 0.495
C -1.625 0.223 -0.536
C -0.232 0.886 -0.597
O -0.182 2.036 0.251
H 2.525 0.850 0.433
H 2.579 0.025 -1.128
H 2.675 -0.919 0.369
H 0.355 -1.741 1.451
H -2.254 -1.439 0.953
H -0.572 -1.622 -0.206
H -1.875 -0.266 -1.485
H -2.392 0.987 -0.355
H 0.001 1.264 -1.598
H -0.463 1.730 1.125
*
```

Computed properties:
* energy above the lowest of the compared OMol25 structures with the same formula, charge and spin: 314.8 kJ/mol
* E_HOMO: -0.258 Ha

Results of the Mulliken charge analysis, in e, for atoms 1 through 2: C -1.35; C 0.34